[1]
Density functional theory data (ωB97M-V/def2-TZVPD) for a cluster of 10 separate species, C3H28N2O9S in total at a distorted geometry.

Each line ends with the Löwdin charge.
Geometry (Å):
N (-1.359, -0.695, -1.380)  0.017
C (-2.340, -0.410, -0.358)  -0.225
C (-1.624, 0.074, 1.007)  -0.399
N (-1.540, 1.535, 0.968)  0.043
C (-2.197, -0.432, 2.378)  -0.413
S (-2.371, -2.367, 2.386)  0.627
H (-0.998, 0.071, -1.776)  -0.021
H (-0.532, -1.243, -1.079)  0.035
H (-2.932, -1.305, -0.287)  0.072
H (-3.095, 0.305, -0.795)  0.125
H (-0.593, -0.346, 0.984)  0.109
H (-1.022, 1.913, 1.722)  0.025
H (-2.386, 1.993, 0.703)  0.071
H (-3.121, -0.069, 2.740)  0.044
H (-1.626, -0.251, 3.266)  0.039
H (-1.544, -3.060, 1.374)  -0.115
O (0.510, 3.172, 1.798)  -0.065
H (1.100, 3.385, 2.467)  0.022
H (1.010, 2.400, 1.361)  0.063
O (1.769, -2.068, 1.363)  -0.001
H (1.774, -1.191, 0.830)  0.070
H (1.520, -1.844, 2.146)  -0.080
O (0.169, 2.655, -2.870)  -0.035
H (0.194, 3.391, -2.266)  -0.001
H (-0.459, 1.969, -2.721)  0.019
O (4.144, -0.249, -1.033)  0.021
H (3.625, -0.478, -1.765)  0.001
H (3.975, -0.975, -0.521)  0.005
O (2.245, 1.441, 0.056)  -0.069
H (1.811, 0.936, -0.584)  -0.045
H (3.232, 1.219, -0.166)  0.098
O (1.825, 0.591, -2.536)  -0.050
H (2.009, 1.478, -2.062)  0.090
H (1.209, 0.941, -3.081)  -0.039
O (-0.655, -3.931, -0.378)  -0.054
H (-1.115, -3.755, -1.224)  0.070
H (-0.723, -3.159, 0.138)  -0.078
O (0.252, 4.298, -0.675)  -0.017
H (0.659, 3.767, 0.003)  -0.002
H (-0.604, 4.506, -0.408)  0.021
O (1.149, -2.067, -1.724)  -0.076
H (1.503, -1.733, -2.589)  0.066
H (1.071, -3.001, -1.885)  0.033

2S+1: 1
Orbital gap in eV: 9.03
Highest occupied orbital energy in eV: -8.8
F_max in eV/A: 9.52
Net charge: 0
ΔE to the lowest compared entry with this formula, charge and spin in kJ/mol: 210.74
SMILES: NC[C@@H](N)CS.O.O.O.O.O.O.O.O.O
LUMO energy in eV: 0.2


[2]
Density functional theory data (ωB97M-V/def2-TZVPD) for a cluster of 11 separate species, C3H28N6O11 in total at a distorted geometry.

Each line ends with the Mulliken spin population.
Geometry (Å):
O (-0.279, 4.457, -0.256)  0.000
H (0.620, 4.128, -0.250)  0.000
H (-0.665, 4.114, 0.550)  0.000
O (-2.385, -0.158, -4.522)  0.000
H (-2.873, 0.284, -3.827)  0.000
H (-1.494, -0.233, -4.179)  0.000
O (-1.629, -3.054, -3.341)  0.000
H (-1.379, -2.182, -3.647)  0.000
H (-1.234, -3.653, -3.975)  0.000
O (0.712, -3.324, -0.337)  0.001
H (1.393, -2.657, -0.258)  -0.002
H (1.031, -3.914, -1.020)  0.000
O (-0.396, 2.062, -2.861)  0.000
H (-1.138, 2.660, -2.950)  0.000
H (-0.299, 1.669, -3.729)  0.000
O (0.214, -0.979, -3.934)  0.000
H (0.922, -0.358, -4.109)  0.000
H (0.560, -1.824, -4.220)  0.000
O (2.751, 1.895, -1.266)  0.000
H (3.062, 1.006, -1.100)  0.000
H (1.825, 1.788, -1.485)  0.000
O (-0.020, -4.256, 2.503)  0.000
H (-0.929, -4.553, 2.530)  0.000
H (-0.008, -3.578, 1.827)  0.000
C (2.628, -1.586, 2.800)  -0.027
O (3.393, -1.947, 3.708)  0.871
N (1.524, -1.004, 2.949)  0.017
N (3.108, -1.504, 1.592)  0.140
H (0.919, -0.759, 2.179)  0.004
H (1.291, -0.787, 3.908)  -0.001
H (2.723, -0.755, 1.034)  -0.002
H (3.979, -1.985, 1.420)  -0.004
C (-0.566, -0.093, 0.152)  0.000
O (-0.566, -0.466, 1.288)  0.003
N (-0.520, 1.150, -0.274)  0.000
N (-0.363, -0.922, -0.800)  0.002
H (-0.653, 1.867, 0.425)  0.000
H (-0.394, 1.345, -1.257)  0.000
H (-0.425, -0.593, -1.753)  0.000
H (-0.103, -1.876, -0.591)  0.000
C (-1.451, 2.728, 3.011)  0.000
O (-0.813, 3.088, 2.086)  0.000
N (-1.755, 1.426, 3.221)  0.000
N (-1.856, 3.477, 4.009)  0.000
H (-1.560, 0.875, 2.397)  0.000
H (-2.540, 1.375, 3.855)  0.000
H (-2.538, 3.136, 4.672)  0.000
H (-1.825, 4.470, 3.825)  0.000

2S+1: 2
Orbital gap (alpha / beta) in eV: 9.40 / 4.32
Highest occupied orbital energy (alpha / beta) in eV: -12.7 / -12.7
F_max in eV/A: 5.12
Net charge: +1
LUMO energy (alpha / beta) in eV: -3.3 / -8.4


[3]
Density functional theory data (ωB97M-V/def2-TZVPD) for a cluster of 11 separate species, C3H28O11 in total at a distorted geometry.

Each line ends with the Löwdin charge.
Geometry (Å):
C (13.540, 18.239, -26.568)  -0.037
C (12.382, 18.588, -25.588)  -0.513
C (11.954, 17.441, -24.711)  -0.040
O (12.876, 19.599, -24.783)  -0.044
H (13.123, 17.628, -27.369)  0.083
H (14.320, 17.667, -26.065)  0.065
H (14.010, 19.136, -26.971)  0.084
H (11.517, 18.940, -26.154)  0.134
H (11.571, 16.681, -25.393)  0.090
H (11.210, 17.809, -24.005)  0.092
H (12.764, 16.983, -24.143)  0.064
H (13.725, 19.860, -25.144)  0.078
O (17.676, 13.704, -22.757)  -0.040
H (17.968, 14.082, -23.588)  0.039
H (17.490, 14.463, -22.198)  -0.016
O (15.002, 18.816, -21.360)  -0.027
H (14.488, 19.618, -21.480)  0.075
H (14.455, 18.263, -20.795)  0.015
O (13.998, 13.153, -23.886)  -0.031
H (14.788, 12.718, -23.556)  0.057
H (14.034, 13.034, -24.837)  0.060
O (16.415, 14.985, -19.914)  -0.060
H (16.782, 15.537, -20.616)  -0.002
H (17.134, 14.396, -19.668)  0.082
O (15.309, 13.489, -17.933)  -0.056
H (15.059, 14.115, -17.251)  0.033
H (15.576, 14.035, -18.678)  -0.032
O (17.382, 16.696, -21.827)  -0.037
H (17.597, 16.824, -22.753)  0.065
H (16.922, 17.502, -21.574)  0.042
O (15.360, 17.489, -23.764)  -0.066
H (14.548, 17.684, -24.235)  -0.024
H (15.202, 17.805, -22.868)  -0.023
O (13.158, 17.451, -19.291)  -0.046
H (13.812, 16.920, -19.753)  -0.011
H (12.523, 16.810, -18.967)  0.048
O (14.206, 15.720, -21.434)  -0.039
H (14.921, 15.280, -20.966)  0.007
H (14.342, 15.489, -22.357)  0.039
O (11.982, 13.668, -22.106)  -0.075
H (12.678, 13.551, -22.762)  -0.038
H (12.402, 14.163, -21.400)  0.002

2S+1: 1
Orbital gap in eV: 10.42
Highest occupied orbital energy in eV: -10.4
F_max in eV/A: 2.02
Net charge: 0
ΔE to the lowest compared entry with this formula, charge and spin in kJ/mol: 245.50
SMILES: CC(C)O.O.O.O.O.O.O.O.O.O.O
LUMO energy in eV: 0.1


Repeat the first record exactly.
Density functional theory data (ωB97M-V/def2-TZVPD) for a cluster of 10 separate species, C3H28N2O9S in total at a distorted geometry.

Each line ends with the Löwdin charge.
Geometry (Å):
N (-1.359, -0.695, -1.380)  0.017
C (-2.340, -0.410, -0.358)  -0.225
C (-1.624, 0.074, 1.007)  -0.399
N (-1.540, 1.535, 0.968)  0.043
C (-2.197, -0.432, 2.378)  -0.413
S (-2.371, -2.367, 2.386)  0.627
H (-0.998, 0.071, -1.776)  -0.021
H (-0.532, -1.243, -1.079)  0.035
H (-2.932, -1.305, -0.287)  0.072
H (-3.095, 0.305, -0.795)  0.125
H (-0.593, -0.346, 0.984)  0.109
H (-1.022, 1.913, 1.722)  0.025
H (-2.386, 1.993, 0.703)  0.071
H (-3.121, -0.069, 2.740)  0.044
H (-1.626, -0.251, 3.266)  0.039
H (-1.544, -3.060, 1.374)  -0.115
O (0.510, 3.172, 1.798)  -0.065
H (1.100, 3.385, 2.467)  0.022
H (1.010, 2.400, 1.361)  0.063
O (1.769, -2.068, 1.363)  -0.001
H (1.774, -1.191, 0.830)  0.070
H (1.520, -1.844, 2.146)  -0.080
O (0.169, 2.655, -2.870)  -0.035
H (0.194, 3.391, -2.266)  -0.001
H (-0.459, 1.969, -2.721)  0.019
O (4.144, -0.249, -1.033)  0.021
H (3.625, -0.478, -1.765)  0.001
H (3.975, -0.975, -0.521)  0.005
O (2.245, 1.441, 0.056)  -0.069
H (1.811, 0.936, -0.584)  -0.045
H (3.232, 1.219, -0.166)  0.098
O (1.825, 0.591, -2.536)  -0.050
H (2.009, 1.478, -2.062)  0.090
H (1.209, 0.941, -3.081)  -0.039
O (-0.655, -3.931, -0.378)  -0.054
H (-1.115, -3.755, -1.224)  0.070
H (-0.723, -3.159, 0.138)  -0.078
O (0.252, 4.298, -0.675)  -0.017
H (0.659, 3.767, 0.003)  -0.002
H (-0.604, 4.506, -0.408)  0.021
O (1.149, -2.067, -1.724)  -0.076
H (1.503, -1.733, -2.589)  0.066
H (1.071, -3.001, -1.885)  0.033

2S+1: 1
Orbital gap in eV: 9.03
Highest occupied orbital energy in eV: -8.8
F_max in eV/A: 9.52
Net charge: 0
ΔE to the lowest compared entry with this formula, charge and spin in kJ/mol: 210.74
SMILES: NC[C@@H](N)CS.O.O.O.O.O.O.O.O.O
LUMO energy in eV: 0.2